Entry 1:
{"formula": "C5H26NO9", "method": "ωB97M-V with the def2-TZVPD basis set", "total_energy_ev": -25526.175, "mol_weight_g_mol": 244.26, "lumo_ev": 3.099, "charge": -1, "de_lowest_kcal_mol": 14.72, "largest_force_ev_per_a": 4.7, "symbols": ["C", "O", "C", "C", "C", "C", "N", "H", "H", "H", "H", "H", "H", "H", "H", "H", "H", "H", "H", "O", "H", "H", "O", "H", "H", "O", "H", "H", "O", "H", "H", "O", "H", "H", "O", "H", "H", "O", "H", "H", "O"], "xyz": [[1.211, 0.163, 2.248], [0.386, 1.276, 2.252], [0.814, -0.894, 1.180], [0.029, -0.276, 0.039], [-0.107, -1.176, -1.182], [1.035, -0.253, -3.044], [1.087, -1.052, -2.024], [2.239, 0.586, 2.058], [1.247, -0.268, 3.228], [0.254, -1.717, 1.666], [1.686, -1.352, 0.813], [0.568, 0.712, -0.272], [-0.927, 0.021, 0.372], [-1.047, -0.941, -1.740], [-0.144, -2.234, -0.878], [1.895, -0.137, -3.580], [0.259, 0.328, -3.365], [-0.816, 2.743, 0.045], [0.342, 2.387, 0.970], [0.182, 2.877, 0.093], [-2.547, -0.485, 1.801], [-1.842, -1.913, 1.363], [-2.705, -1.541, 1.493], [1.773, -3.341, -0.234], [2.352, -2.477, -1.319], [2.538, -3.318, -0.847], [2.457, 1.129, 0.100], [2.771, -0.018, -0.844], [3.136, 0.850, -0.559], [-3.545, -2.074, -1.330], [-3.143, -1.243, -0.069], [-3.348, -1.164, -1.086], [0.846, 2.513, -1.418], [2.254, 1.821, -1.792], [1.379, 2.120, -2.167], [-2.360, 1.695, 1.041], [-2.585, 1.540, -0.526], [-2.408, 2.243, 0.119], [-0.651, 1.014, 2.251], [-2.504, 1.082, 2.967], [-2.064, 0.773, 2.176]], "nbo_charge": [-0.044, -0.810, -0.444, -0.455, -0.262, 0.032, -0.516, 0.152, 0.156, 0.178, 0.202, 0.238, 0.233, 0.221, 0.171, 0.156, 0.168, 0.507, 0.502, -1.050, 0.512, 0.455, -1.036, 0.457, 0.496, -0.969, 0.482, 0.490, -0.952, 0.453, 0.504, -1.016, 0.512, 0.489, -1.037, 0.508, 0.473, -1.026, 0.512, 0.471, -1.113]}



Entry 2:
{"formula": "C22H49NO5PReSSi4Te", "method": "ωB97M-V with the def2-TZVPD basis set", "total_energy_ev": -96394.779, "mol_weight_g_mol": 896.83, "lumo_ev": [-4.716, -4.450], "charge": 1, "s_squared": 0.7703, "largest_force_ev_per_a": 1.6, "multiplicity": 2, "symbols": ["Re", "O", "N", "C", "C", "C", "C", "C", "S", "H", "H", "H", "H", "C", "Si", "C", "C", "Si", "Te", "Si", "C", "C", "C", "Si", "C", "C", "C", "H", "H", "H", "H", "H", "H", "H", "H", "H", "H", "H", "H", "H", "H", "H", "H", "H", "H", "H", "H", "H", "H", "H", "H", "H", "H", "H", "C", "C", "C", "C", "O", "P", "O", "O", "O", "C", "C", "C", "C", "H", "H", "H", "H", "H", "H", "H", "H", "H", "H", "H", "H", "H", "H", "H", "H", "H", "H"], "xyz": [[-0.460, 2.036, -1.019], [-0.984, 3.410, 0.363], [-0.112, 4.382, 0.767], [-0.620, 5.387, 1.503], [0.201, 6.397, 1.918], [1.559, 6.346, 1.588], [2.048, 5.281, 0.866], [1.178, 4.282, 0.435], [1.627, 2.895, -0.510], [-1.677, 5.313, 1.717], [-0.207, 7.214, 2.494], [2.223, 7.142, 1.896], [3.096, 5.195, 0.612], [1.575, 2.166, 3.071], [2.164, 0.423, 2.702], [3.418, 0.480, 1.324], [2.840, -0.439, 4.211], [0.218, -0.762, 2.130], [-0.843, -0.272, -0.111], [0.670, -3.038, 1.686], [-0.730, -3.814, 0.720], [0.978, -3.922, 3.296], [2.186, -2.964, 0.584], [-1.560, -0.642, 3.666], [-0.902, -1.198, 5.323], [-2.952, -1.756, 3.115], [-2.183, 1.118, 3.775], [2.410, 2.864, 3.194], [0.965, 2.203, 3.978], [0.955, 2.512, 2.239], [4.166, 1.251, 1.529], [2.930, 0.728, 0.377], [3.939, -0.470, 1.197], [3.631, 0.150, 4.684], [3.264, -1.410, 3.937], [2.057, -0.612, 4.953], [-1.705, -3.639, 1.183], [-0.586, -4.894, 0.632], [-0.760, -3.397, -0.292], [0.036, -4.146, 3.804], [1.598, -3.328, 3.974], [1.493, -4.871, 3.116], [1.995, -2.255, -0.229], [2.422, -3.933, 0.131], [3.071, -2.623, 1.128], [-0.386, -2.160, 5.261], [-1.739, -1.310, 6.021], [-0.211, -0.465, 5.749], [-2.658, -2.809, 3.117], [-3.291, -1.501, 2.105], [-3.801, -1.642, 3.794], [-1.432, 1.784, 4.209], [-3.079, 1.167, 4.401], [-2.442, 1.503, 2.783], [-4.159, 0.046, -3.798], [-3.264, -1.179, -3.703], [-3.072, -1.849, -5.055], [-3.797, -2.170, -2.685], [-1.957, -0.778, -3.143], [-0.968, 0.274, -3.768], [-1.180, 0.627, -5.167], [-1.059, 1.538, -2.778], [0.413, -0.384, -3.367], [1.663, -0.269, -4.128], [2.037, 1.199, -4.259], [1.510, -0.926, -5.491], [2.670, -1.016, -3.275], [-5.133, -0.238, -4.198], [-3.720, 0.791, -4.464], [-4.305, 0.492, -2.811], [-3.998, -2.354, -5.337], [-2.278, -2.596, -4.992], [-2.810, -1.126, -5.824], [-4.836, -2.411, -2.915], [-3.750, -1.745, -1.681], [-3.210, -3.091, -2.702], [1.304, 1.731, -4.870], [3.013, 1.292, -4.735], [2.087, 1.669, -3.274], [0.768, -0.410, -6.098], [1.206, -1.969, -5.377], [2.471, -0.899, -6.004], [2.786, -0.532, -2.301], [3.638, -1.033, -3.776], [2.340, -2.044, -3.120]], "mulliken_charge": [1.519, -0.624, 0.393, -0.293, -0.779, -0.255, -0.849, 0.597, -0.291, 0.493, 0.443, 0.437, 0.489, -0.452, 0.451, -0.409, -1.079, 0.101, -0.688, 0.112, -0.913, -1.041, -0.543, 0.430, -1.030, -0.998, -1.023, 0.409, 0.367, -0.231, 0.405, -0.360, 0.359, 0.410, 0.260, 0.264, 0.232, 0.405, 0.210, 0.305, 0.306, 0.412, -0.123, 0.445, 0.227, 0.297, 0.404, 0.293, 0.265, 0.267, 0.405, 0.270, 0.423, 0.227, -1.562, 1.538, -1.672, -1.543, 0.483, 0.003, -0.799, -0.590, 0.307, 1.464, -1.324, -1.791, -1.426, 0.461, 0.380, 0.326, 0.488, 0.328, 0.370, 0.444, 0.278, 0.356, 0.378, 0.473, 0.100, 0.377, 0.355, 0.482, 0.112, 0.476, 0.373]}



Entry 3:
{"formula": "C7H4S", "method": "ωB97M-V with the def2-TZVPD basis set", "total_energy_ev": -18153.707, "mol_weight_g_mol": 120.18, "lumo_ev": -1.409, "smiles": "C#C/C=C(/C#C)C=S", "de_lowest_kcal_mol": 4.78, "largest_force_ev_per_a": 3.7, "symbols": ["C", "C", "C", "C", "C", "C", "C", "H", "H", "H", "H", "S"], "xyz": [[0.497, -0.787, -0.820], [-0.562, -0.574, 0.162], [-0.781, 0.582, 0.891], [-0.052, 1.755, 0.935], [0.649, 2.735, 1.181], [-1.448, -1.688, 0.368], [-2.163, -2.646, 0.460], [0.447, -1.715, -1.370], [-1.703, 0.582, 1.520], [1.339, 3.618, 1.274], [-2.655, -3.620, 0.578], [1.608, 0.305, -1.317]], "nbo_charge": [-0.281, -0.167, -0.144, -0.078, -0.131, -0.048, -0.191, 0.212, 0.244, 0.259, 0.249, 0.075]}



Entry 4:
{"formula": "C6H10", "method": "ωB97M-V with the def2-TZVPD basis set", "total_energy_ev": -6379.637, "mol_weight_g_mol": 82.15, "lumo_ev": -0.064, "de_lowest_kcal_mol": 97.37, "largest_force_ev_per_a": 0.3, "symbols": ["C", "C", "C", "C", "C", "C", "H", "H", "H", "H", "H", "H", "H", "H", "H", "H"], "xyz": [[2.111, -0.118, 0.064], [0.664, -0.303, 0.495], [-1.172, -1.507, -0.898], [-1.977, -0.375, -0.506], [-1.625, 0.714, 0.189], [-0.174, 0.971, 0.510], [2.624, 0.572, 0.745], [2.172, 0.304, -0.945], [2.657, -1.067, 0.073], [0.603, -0.805, 1.467], [-0.848, -1.373, -1.952], [0.194, -1.097, -0.176], [-3.018, -0.513, -0.820], [-2.367, 1.458, 0.467], [0.236, 1.698, -0.209], [-0.080, 1.441, 1.498]], "nbo_charge": [-0.611, -0.296, -0.135, -0.343, -0.251, -0.444, 0.213, 0.207, 0.217, 0.217, 0.142, 0.187, 0.258, 0.210, 0.205, 0.222]}



Entry 5:
{"formula": "C2H7N4O", "method": "ωB97M-V with the def2-TZVPD basis set", "total_energy_ev": -10182.693, "mol_weight_g_mol": 103.10, "lumo_ev": [-5.596, -5.670], "charge": 1, "de_lowest_kcal_mol": 152.21, "largest_force_ev_per_a": 4.9, "symbols": ["C", "C", "N", "N", "N", "N", "O", "H", "H", "H", "H", "H", "H", "H"], "xyz": [[-0.444, 1.124, 0.371], [0.332, 0.592, -1.018], [-0.189, 0.345, 1.299], [-1.128, 2.185, 0.080], [0.259, -2.485, 0.670], [0.632, -1.326, 0.213], [0.217, -0.760, -0.928], [-0.249, 1.096, -1.834], [1.344, 0.929, -0.873], [-0.921, 2.667, -0.794], [-1.426, 2.812, 0.742], [0.771, -3.399, 0.646], [-0.778, -2.574, 0.956], [1.580, -1.209, 0.470]], "nbo_charge": [0.313, -0.066, -0.236, -0.738, -0.603, 0.067, -0.278, 0.249, 0.211, 0.407, 0.419, 0.435, 0.422, 0.399]}



Entry 6:
{"formula": "C26H32N4O2", "method": "ωB97M-V with the def2-TZVPD basis set", "total_energy_ev": -37514.262, "mol_weight_g_mol": 432.57, "lumo_ev": 0.529, "de_lowest_kcal_mol": 562.90, "largest_force_ev_per_a": 19.2, "symbols": ["C", "C", "C", "C", "O", "N", "H", "C", "H", "H", "C", "N", "C", "N", "C", "H", "H", "C", "N", "C", "H", "H", "C", "H", "C", "C", "C", "C", "C", "C", "C", "H", "H", "O", "H", "H", "H", "H", "H", "H", "C", "C", "C", "C", "C", "C", "C", "H", "H", "H", "H", "H", "H", "H", "H", "H", "C", "H", "H", "H", "H", "H", "H", "H"], "xyz": [[-3.763, -5.404, 0.963], [-2.635, -4.659, 0.103], [-2.403, -3.245, 0.049], [-1.383, -2.912, -0.825], [-0.870, -3.801, -1.755], [-1.143, -1.667, -0.614], [-1.477, -1.164, 0.310], [0.043, -1.030, -1.471], [-0.278, -0.144, -2.028], [0.459, -1.879, -2.034], [1.122, -0.464, -0.348], [0.832, 0.700, 0.174], [-0.096, 0.718, 0.944], [-1.098, 0.306, 1.522], [-1.932, 1.140, 2.130], [-3.052, 0.997, 2.160], [-1.744, 0.789, 3.378], [-1.433, 2.525, 1.988], [0.031, 2.330, 1.376], [0.857, 2.978, 0.751], [1.402, 3.643, 1.148], [0.300, 3.557, -0.047], [1.777, 1.890, 0.183], [1.993, 1.955, -0.753], [3.064, 1.837, 0.736], [4.079, 0.618, 0.474], [4.133, -0.797, 1.153], [4.997, -1.444, 0.646], [5.610, -1.439, -0.375], [5.610, -0.231, -1.091], [4.749, 0.902, -0.727], [4.630, 1.705, -1.333], [6.184, -0.003, -2.040], [6.502, -2.475, -1.017], [6.464, -3.206, -0.441], [5.088, -2.340, 1.249], [3.586, -0.777, 1.888], [3.575, 2.652, 1.207], [2.757, 1.509, 2.026], [-1.439, 3.326, 2.904], [-2.188, 3.264, 1.041], [-2.344, 2.881, -0.288], [-1.735, 3.538, -1.505], [-1.586, 2.963, -2.803], [-2.116, 1.903, -3.215], [-2.451, 1.011, -2.169], [-2.628, 1.450, -0.821], [-3.060, 0.805, -0.077], [-2.966, 0.187, -2.497], [-2.057, 1.529, -4.101], [-1.063, 3.770, -3.644], [-1.255, 4.621, -1.360], [-1.768, 4.450, 0.778], [-3.232, 3.220, 1.344], [1.391, -1.520, 0.505], [2.170, -0.486, -0.693], [-3.360, -2.360, 0.764], [-2.787, -1.802, 1.628], [-3.679, -1.443, 0.167], [-4.040, -2.754, 1.635], [-2.078, -5.334, -0.597], [-4.393, -5.980, 0.283], [-4.399, -4.754, 1.417], [-3.472, -6.152, 1.642]], "nbo_charge": [-0.659, -0.020, -0.188, 0.600, -0.734, -0.646, 0.476, -0.239, 0.213, 0.264, -0.199, -0.471, 0.727, -0.590, -0.225, 0.228, 0.178, -0.047, -0.501, -0.167, 0.167, 0.122, -0.008, 0.189, -0.430, -0.001, -0.134, -0.313, 0.285, -0.186, -0.242, 0.211, 0.222, -0.678, 0.465, 0.214, 0.200, 0.277, 0.164, 0.228, -0.476, 0.009, -0.209, -0.194, -0.225, -0.219, -0.210, 0.196, 0.213, 0.208, 0.194, 0.208, 0.212, 0.237, 0.158, 0.243, -0.680, 0.222, 0.232, 0.254, 0.238, 0.217, 0.200, 0.220]}



Entry 7:
{"formula": "C2H3BrCl2", "method": "ωB97M-V with the def2-TZVPD basis set", "total_energy_ev": -97207.897, "mol_weight_g_mol": 177.86, "lumo_ev": -1.972, "de_lowest_kcal_mol": 39.99, "largest_force_ev_per_a": 3.4, "symbols": ["C", "C", "Cl", "Cl", "Br", "H", "H", "H"], "xyz": [[-0.034, 0.240, 0.192], [-0.855, 1.379, 0.622], [-0.170, 2.867, 0.564], [-2.651, 1.591, -1.249], [-2.023, 1.010, 2.101], [0.754, -0.008, 1.045], [-0.574, -0.626, 0.040], [0.562, 0.352, -0.656]], "nbo_charge": [-0.720, 0.026, 0.197, -0.455, 0.187, 0.253, 0.257, 0.254]}



Entry 8:
{"formula": "C4H7CrO", "method": "ωB97M-V with the def2-TZVPD basis set", "total_energy_ev": -34726.977, "mol_weight_g_mol": 123.09, "lumo_ev": [-0.333, -0.030], "de_lowest_kcal_mol": 0.00, "s_squared": 8.7620, "largest_force_ev_per_a": 2.9, "multiplicity": 6, "symbols": ["H", "C", "C", "C", "O", "Cr", "H", "H", "H", "H", "C", "H", "H"], "xyz": [[1.894, -0.718, 0.813], [-0.746, 0.730, -0.929], [1.392, -0.183, -0.006], [-0.045, 0.132, 0.307], [-0.309, 0.490, 1.588], [0.183, 0.177, 3.278], [-1.453, 1.525, -0.680], [-0.233, 0.861, -1.886], [1.465, -0.875, -0.859], [1.847, 0.853, 0.027], [-1.112, -0.680, -0.499], [-2.079, -0.810, -0.006], [-0.804, -1.503, -1.149]], "nbo_charge": [0.192, -0.457, -0.639, 0.271, -0.939, 0.759, 0.215, 0.211, 0.221, 0.214, -0.466, 0.214, 0.203]}